Record 1
Molecular formula: C3H9NOS2
Method: DFT, wB97M-V/def2-TZVPD

Last column: Löwdin charge in e.
CARTESIAN COORDINATES (ANGSTROEM)
N  0.96525  1.40008  0.70939  0.021
C  -0.29137  0.74593  0.18979  -0.423
C  -0.74785  -0.27180  1.20040  -0.297
O  -0.96658  0.26051  2.49000  -0.082
C  -0.04466  0.02743  -1.22969  -0.418
S  1.59393  -1.00575  -1.21766  0.366
S  1.25549  -2.21318  -2.78866  0.216
H  0.69262  2.28373  1.01798  0.028
H  1.42434  0.76488  1.45353  0.120
H  -0.89464  1.61022  -0.16958  0.145
H  0.04307  -1.03782  1.28580  0.108
H  -1.53723  -0.91241  0.75408  0.125
H  -1.10942  1.27183  2.34349  0.135
H  -0.92381  -0.39942  -1.49996  0.024
H  0.14066  0.80199  -2.00439  0.075
H  0.40020  -3.32623  -2.53455  -0.144

As for the energy: -28463.4207 eV. The molar mass is 139.245 g mol⁻¹. Its SMILES is N[C@H](CO)CSS. The HOMO energy is -8.94 eV. The calculation puts the orbital gap at 9.4 eV. For the energy relative to the best compared isomer or geometry (same formula, charge and spin), the calculation gives 2.018 eV.

***

Record 2
Molecular formula: C37H48BCrN9OS4
Method: DFT, wB97M-V/def2-TZVPD

Last column: Löwdin charge in e.
CARTESIAN COORDINATES (ANGSTROEM)
Cr  -2.70790  -1.28830  1.66278  0.294
C  2.15147  -1.65432  3.67723  -0.046
C  2.24131  -1.41848  2.20628  -0.222
C  3.43037  -1.45449  1.52884  0.113
C  3.48280  -1.22720  0.13455  -0.164
N  2.37558  -1.01117  -0.53263  0.205
N  1.21863  -0.96491  0.12139  0.047
B  0.01347  -0.61750  -0.72086  -0.666
N  -0.91181  -1.72873  -1.08328  0.121
N  -0.12387  -1.29656  -2.08450  0.267
C  -0.09163  -1.84910  -3.26760  -0.087
C  -0.93212  -2.99205  -3.41274  0.121
C  -1.69576  -3.48951  -2.39127  -0.182
C  -2.54190  -4.70192  -2.53440  -0.027
C  -1.68363  -2.79460  -1.12145  -0.587
S  -2.59173  -3.24129  0.22667  0.808
C  0.75910  -1.29644  -4.37629  -0.525
C  -0.16960  -0.91409  -5.54237  -0.008
C  1.73847  -2.40218  -4.81388  -0.003
C  1.53043  -0.06502  -3.89801  -0.025
N  -0.45593  0.80902  -0.55905  0.054
N  0.58323  1.65450  -0.46640  0.210
C  0.38648  2.93738  -0.57314  -0.179
C  -0.90021  3.42268  -0.93599  0.102
C  -1.97927  2.58513  -0.94283  -0.245
C  -3.36582  3.05545  -1.23900  -0.035
C  -1.74251  1.22037  -0.60732  -0.543
S  -3.04779  0.17018  -0.24911  0.809
C  1.55162  3.87081  -0.33056  -0.544
C  2.77480  3.09985  0.16747  -0.044
C  1.89115  4.59563  -1.64346  -0.018
C  1.12292  4.89665  0.73240  -0.024
C  1.07375  -1.13896  1.44633  -0.505
S  -0.42655  -0.90698  2.27133  0.811
C  4.77321  -1.21854  -0.66400  -0.535
C  4.68360  -2.29679  -1.75603  -0.024
C  4.93167  0.16765  -1.31542  -0.027
C  5.98926  -1.49654  0.21945  -0.045
H  3.13048  -1.86917  4.09788  0.098
H  1.48298  -2.49174  3.88401  0.091
H  1.73373  -0.78037  4.17940  0.089
H  4.34073  -1.66328  2.07391  0.131
H  -0.95120  -3.49046  -4.37210  0.144
H  -2.47250  -5.12626  -3.53225  0.102
H  -3.58558  -4.46180  -2.31933  0.101
H  -2.24280  -5.45772  -1.80425  0.104
H  -0.72620  -1.77004  -5.92520  0.091
H  0.43357  -0.51898  -6.35881  0.108
H  -0.87923  -0.14226  -5.23873  0.098
H  1.22163  -3.27117  -5.22161  0.093
H  2.35925  -2.72687  -3.97793  0.080
H  2.39101  -2.00792  -5.59190  0.109
H  0.84821  0.74155  -3.61519  0.090
H  2.16161  0.29912  -4.70683  0.108
H  2.16446  -0.30379  -3.04345  0.055
H  -1.03146  4.46471  -1.19886  0.141
H  -3.34492  4.05733  -1.66153  0.100
H  -3.97268  3.07158  -0.33073  0.091
H  -3.86177  2.38280  -1.93934  0.089
H  3.10581  2.36974  -0.57138  0.062
H  2.55462  2.57525  1.09958  0.087
H  3.58789  3.80110  0.35207  0.102
H  2.15866  3.88274  -2.42538  0.093
H  2.74155  5.25727  -1.48198  0.102
H  1.05850  5.20742  -1.99473  0.088
H  0.88257  4.40575  1.67846  0.093
H  0.25988  5.48158  0.40980  0.084
H  1.94474  5.59021  0.90718  0.102
H  3.82489  -2.12091  -2.40267  0.051
H  4.60257  -3.29391  -1.31863  0.098
H  5.58688  -2.26953  -2.36499  0.102
H  4.05116  0.43342  -1.90040  0.063
H  5.79776  0.15629  -1.97678  0.101
H  5.09688  0.93534  -0.55692  0.089
H  5.95016  -2.49017  0.67012  0.097
H  6.10412  -0.74695  1.00477  0.096
H  6.88280  -1.45637  -0.40196  0.103
N  -4.05747  0.39760  5.11976  0.223
C  -3.79303  1.65756  4.60582  -0.149
C  -3.97480  2.92855  5.13567  0.021
C  -3.54471  3.98521  4.36116  -0.040
C  -2.94751  3.77893  3.10866  -0.046
C  -2.77077  2.51553  2.58423  -0.002
C  -3.21392  1.43739  3.34613  -0.186
N  -3.16373  0.06744  3.12583  0.017
C  -3.66323  -0.50865  4.21580  -0.238
C  -3.63055  -1.94952  4.32522  -0.288
C  -4.03159  -2.78908  5.31659  -0.266
S  -3.64710  -4.40171  4.91101  1.179
C  -2.97571  -3.87730  3.44089  -0.412
N  -3.03129  -2.58395  3.25510  -0.111
H  -4.47950  0.20623  6.01520  0.189
H  -4.42155  3.08250  6.10882  0.130
H  -3.65792  4.99553  4.72903  0.124
H  -2.60991  4.63946  2.54575  0.115
H  -2.29588  2.36454  1.62705  0.079
H  -4.51644  -2.55099  6.25060  0.103
H  -2.53693  -4.56424  2.73144  0.080
O  -4.93320  -1.48924  1.43931  -0.087
H  -5.35892  -2.28003  1.08293  0.096
H  -5.47032  -0.73488  1.16148  0.095

As for the energy: -127027.8309 eV. The charge is +3. The expectation value of S² is 3.8171. The spin multiplicity is 4. The molar mass is 825.929 g mol⁻¹. The HOMO energy (alpha / beta) is -15.79 / -15.82 eV. The calculation puts the orbital gap (alpha / beta) at 7.1 / 7.5 eV. For the energy relative to the best compared isomer or geometry (same formula, charge and spin), the calculation gives 0.000 eV.

***

Record 3
Molecular formula: C25H34As2ClNNiO11
Method: DFT, wB97M-V/def2-TZVPD

Last column: Löwdin charge in e.
CARTESIAN COORDINATES (ANGSTROEM)
Ni  1.03116  1.73273  -0.19846  0.744
N  -1.11906  1.92636  0.32692  0.085
H  -1.24547  2.92340  0.46125  0.051
H  -1.32865  1.44630  1.19420  0.060
H  -1.78405  1.63857  -0.38875  0.015
C  0.25611  -5.33566  2.44274  -0.011
O  -0.41937  -4.34655  1.65819  -0.031
C  0.18646  -3.90714  0.55978  -0.532
O  1.26223  -4.30034  0.16979  0.059
C  -0.59653  -2.95857  -0.27767  -0.289
C  -1.92459  -2.88443  -0.24897  -0.286
As  -3.03240  -2.33706  -1.75510  1.318
C  -4.40931  -1.29826  -0.81095  -0.261
C  -1.93481  -0.82826  -2.34073  -0.321
C  -0.60172  -0.77888  -2.26935  -0.298
As  0.64562  -2.14669  -1.56629  1.347
C  0.21389  -3.47257  -3.00387  -0.286
C  0.07147  0.45699  -2.73270  -0.498
O  1.04840  0.98701  -2.22271  0.042
O  -0.46419  0.94034  -3.84904  -0.030
C  0.11265  2.15433  -4.35659  0.008
C  -2.76834  0.35136  -2.72764  -0.566
O  -2.96472  1.26187  -1.96145  0.109
O  -3.39311  0.34097  -3.90714  -0.012
C  -3.13841  -0.70563  -4.84823  -0.047
C  -2.81470  -3.47606  0.79251  -0.565
O  -2.94235  -3.09229  1.92010  0.135
O  -3.59311  -4.42814  0.22628  -0.092
C  -4.52118  -5.10271  1.08077  -0.030
H  -0.22893  -6.29794  2.28320  0.097
H  0.16399  -5.04381  3.48534  0.098
H  1.30169  -5.39603  2.15316  0.089
H  -5.05341  -1.98011  -0.25793  0.030
H  -5.01811  -0.77730  -1.54950  0.035
H  -3.98391  -0.56773  -0.12644  0.045
H  -0.85891  -3.61449  -3.13901  -0.006
H  0.66581  -4.42217  -2.71965  0.022
H  0.65755  -3.15516  -3.94764  0.019
H  -0.54390  2.48623  -5.15422  0.100
H  1.11235  1.95692  -4.74049  0.105
H  0.17223  2.90222  -3.56816  0.104
H  -3.45082  -0.31499  -5.81233  0.099
H  -3.72678  -1.59220  -4.60630  0.076
H  -2.08027  -0.96452  -4.88132  0.092
H  -5.35938  -5.39819  0.45614  0.093
H  -4.85043  -4.44598  1.88351  0.092
H  -4.04353  -5.98333  1.50884  0.098
C  1.86694  -1.04656  2.88271  -0.052
C  2.03375  0.20980  2.02050  -0.731
C  1.61749  1.42067  2.88480  -0.036
C  3.51472  0.33293  1.62892  -0.042
O  1.20866  0.13713  0.87856  -0.312
H  2.40318  -0.91864  3.82513  0.080
H  2.26114  -1.91565  2.35806  0.073
H  0.80936  -1.20764  3.10348  0.079
H  2.32803  1.60402  3.69328  0.084
H  0.62813  1.24343  3.31178  0.079
H  1.56879  2.31759  2.26216  0.054
H  4.14389  0.41296  2.51828  0.080
H  3.65951  1.21104  1.00261  0.049
H  3.81219  -0.54477  1.05247  0.082
Cl  4.65949  7.60591  4.00949  0.666
C  3.90417  6.50124  2.90872  -0.670
C  2.61935  6.76439  2.45801  -0.099
C  2.02530  5.90132  1.55368  -0.009
C  2.72327  4.79351  1.08760  -0.138
C  4.00174  4.52977  1.56751  -0.005
C  4.59730  5.37757  2.48529  -0.093
C  2.07828  3.81613  0.16157  -0.617
O  0.84037  3.88897  -0.07751  -0.040
O  2.76677  2.86677  -0.31150  -0.038
H  2.09271  7.63644  2.82044  0.104
H  1.02081  6.08570  1.19811  0.119
H  4.52354  3.65415  1.20700  0.119
H  5.58395  5.16947  2.87475  0.106

As for the energy: -225731.8991 eV. The expectation value of S² is 2.0038. The spin multiplicity is 3. The molar mass is 768.533 g mol⁻¹. The HOMO energy (alpha / beta) is -7.95 / -7.82 eV. The calculation puts the orbital gap (alpha / beta) at 7.5 / 7.4 eV. For the energy relative to the best compared isomer or geometry (same formula, charge and spin), the calculation gives 1.079 eV.

***

Record 4
Molecular formula: C12H11N
Method: DFT, wB97M-V/def2-TZVPD

Last column: Löwdin charge in e.
CARTESIAN COORDINATES (ANGSTROEM)
H  -0.03598  3.75790  0.02500  0.059
N  -0.87010  3.18098  -0.01286  0.159
C  -0.70427  1.94668  -0.00008  -0.193
C  0.74767  0.98869  0.03016  -0.044
C  0.33223  -0.27649  -0.01756  -0.167
C  1.47638  -1.23322  -0.10505  -0.122
C  2.71855  -0.30838  0.01780  -0.152
C  2.21655  1.16471  0.04499  -0.145
C  -1.11775  -0.40066  -0.00905  -0.122
C  -1.92074  -1.52227  0.04344  -0.019
C  -3.30424  -1.36299  0.04024  -0.082
C  -3.87833  -0.10577  -0.01396  -0.084
C  -3.07982  1.03441  -0.03085  -0.015
C  -1.70758  0.88790  -0.02431  -0.147
H  1.45172  -1.98725  0.68383  0.112
H  1.45663  -1.76071  -1.06123  0.115
H  3.25386  -0.53683  0.93915  0.103
H  3.40639  -0.46064  -0.81254  0.102
H  2.56082  1.73516  -0.82110  0.109
H  2.55374  1.68342  0.94545  0.109
H  -1.48961  -2.50987  0.10930  0.110
H  -3.93821  -2.23751  0.08274  0.101
H  -4.95373  -0.00394  -0.03392  0.100
H  -3.51308  2.02315  -0.05371  0.113

As for the energy: -14111.5539 eV. The molar mass is 169.227 g mol⁻¹. Its SMILES is [H]/N=C1\C2=C(CCC2)c2ccccc21. The HOMO energy is -8.21 eV. The calculation puts the orbital gap at 8.4 eV. For the energy relative to the best compared isomer or geometry (same formula, charge and spin), the calculation gives 0.856 eV.

***

Record 5
Molecular formula: C13H23N2
Method: DFT, wB97M-V/def2-TZVPD

Last column: Löwdin charge in e.
CARTESIAN COORDINATES (ANGSTROEM)
C  -0.77598  -0.80533  3.66267  -0.074
C  -0.23395  0.61863  3.44770  -0.393
C  1.16040  0.94412  4.07709  -0.064
C  -0.18692  0.85894  1.96057  -0.349
C  0.91345  0.18698  1.12262  -0.135
N  0.74892  0.21605  -0.24801  -0.077
C  1.97242  0.10854  -0.99760  0.031
C  -0.46916  0.25730  -0.76849  0.021
C  -0.62153  0.16090  -2.56311  -0.089
C  0.15523  0.61484  -3.97613  -0.018
C  0.45509  -0.51451  -4.57259  -0.114
C  -0.24741  -1.75704  -4.08418  -0.181
C  -0.83941  -1.40623  -2.70891  -0.152
C  -1.58014  0.73663  -0.02215  -0.163
N  -1.45849  0.55893  1.37399  -0.042
H  -1.36660  -0.79535  4.64367  0.107
H  0.11289  -1.55831  3.66607  0.110
H  -1.47465  -1.05003  2.86159  0.060
H  -1.01132  1.22163  3.95848  0.140
H  1.80462  0.10349  3.82131  0.065
H  1.16510  0.95218  5.22869  0.109
H  1.57110  1.95325  3.80099  0.093
H  0.13742  1.96519  1.71787  0.178
H  1.91173  0.70558  1.45866  0.177
H  0.99490  -0.84550  1.52012  0.154
H  2.49046  0.96243  -0.91628  0.071
H  2.59148  -0.82235  -0.87224  0.145
H  1.62314  0.03346  -2.05869  0.093
H  -1.55358  0.55241  -2.77756  0.077
H  0.08737  1.65200  -4.32944  0.114
H  0.98694  -0.46050  -5.54537  0.128
H  -0.98231  -2.24157  -4.78153  0.139
H  0.47693  -2.53958  -3.98744  0.094
H  -1.88534  -1.69298  -2.60978  0.115
H  -0.18504  -2.02548  -2.01271  0.129
H  -1.68659  1.83646  -0.31951  0.183
H  -2.59454  0.40312  -0.18584  0.150
H  -2.20663  0.91168  2.01547  0.171

As for the energy: -16823.6240 eV. The charge is +1. The molar mass is 207.341 g mol⁻¹. Its SMILES is CC(C)[C@H]1C[N+](C)=C([C@H]2C=CCC2)CN1. The HOMO energy is -12.57 eV. The calculation puts the orbital gap at 8.7 eV. For the energy relative to the best compared isomer or geometry (same formula, charge and spin), the calculation gives 3.861 eV.